No. 1
88
Properties=species:S:1:pos:R:3:mulliken_charge:R:1 method="wB97M-V/def2-TZVPD" e_above_lowest_kcal_mol=86.2 e_lumo_ha=-0.141 gap_ev=6.584 charge=+1 total_energy_ha=-4998.72134
Ir -0.014 0.162 -0.130 1.459
C -2.433 0.825 2.738 -0.411
Si -1.175 -0.546 2.920 0.094
C -0.789 -0.739 4.739 -1.513
C -1.866 -2.169 2.356 -0.271
N 0.248 -0.140 1.846 1.201
C 1.578 0.025 2.310 1.053
C 2.084 -0.240 3.590 -0.357
C 3.422 -0.024 3.889 -1.031
C 4.311 0.457 2.942 -0.621
C 3.860 0.728 1.657 -1.194
C 2.533 0.495 1.419 0.038
F 2.051 0.754 0.133 0.122
H -2.728 1.214 3.714 0.592
H -3.331 0.455 2.238 0.191
H -2.045 1.658 2.152 -0.222
H -1.755 -0.946 5.212 0.404
H -0.394 0.162 5.210 0.387
H -0.136 -1.581 4.968 0.401
H -2.777 -2.389 2.919 0.482
H -1.158 -2.982 2.535 0.229
H -2.136 -2.139 1.307 -0.261
H 1.438 -0.623 4.354 0.247
H 3.776 -0.241 4.888 0.450
H 5.350 0.620 3.193 0.419
H 4.508 1.100 0.876 0.491
C 0.986 3.061 -1.787 -1.461
P -0.454 2.000 -1.467 0.638
C -1.024 1.317 -3.076 0.535
N -1.597 2.097 -4.157 -0.581
C -2.490 1.390 -4.753 -0.232
C -2.997 1.675 -6.092 -0.632
C -3.528 0.759 -6.925 -0.570
C -3.806 -0.690 -6.785 -0.671
C -3.273 -1.567 -5.929 -0.927
C -2.257 -1.082 -4.956 1.418
N -1.527 -1.958 -4.021 -0.859
C -1.201 -1.242 -3.026 -0.617
P 0.001 -1.543 -1.661 1.276
C -0.890 -2.913 -0.864 -1.696
C 1.607 -2.280 -2.246 2.210
C 2.701 -1.244 -2.524 -1.661
C 2.095 -3.179 -1.092 -1.752
C 1.365 -3.120 -3.501 -1.825
C -1.688 3.208 -0.781 1.934
C -1.834 4.367 -1.778 -1.751
C -3.076 2.622 -0.514 -1.822
C -1.081 3.730 0.542 -1.918
H 0.875 3.509 -2.773 0.468
H 1.908 2.488 -1.752 0.384
H 1.026 3.844 -1.034 0.455
H -2.850 2.687 -6.447 0.534
H -3.823 1.146 -7.894 0.463
H -4.508 -1.073 -7.516 0.458
H -3.520 -2.620 -5.962 0.490
H -0.953 -3.724 -1.593 0.535
H -1.895 -2.579 -0.621 0.380
H -0.400 -3.256 0.042 0.477
H 2.780 -0.485 -1.750 0.132
H 2.561 -0.751 -3.484 0.396
H 3.654 -1.776 -2.567 0.547
H 2.223 -2.623 -0.158 0.256
H 3.069 -3.581 -1.371 0.578
H 1.435 -4.024 -0.906 0.362
H 1.144 -2.497 -4.368 0.275
H 0.546 -3.832 -3.388 0.294
H 2.278 -3.686 -3.700 0.541
H -2.234 4.046 -2.739 0.292
H -0.895 4.891 -1.953 0.375
H -2.531 5.085 -1.339 0.533
H -3.549 2.258 -1.431 0.238
H -3.704 3.429 -0.131 0.724
H -3.067 1.818 0.216 0.163
H -0.380 4.545 0.368 0.484
H -0.560 2.959 1.118 0.261
H -1.884 4.114 1.172 0.466
Cl -5.586 0.522 -4.818 -0.134
C -4.349 -0.050 -3.752 -0.226
C -2.855 0.094 -4.079 0.240
Cl -0.843 -0.633 -6.065 -0.119
C -1.939 0.068 -2.830 -0.280
Cl 0.623 0.805 -3.728 -0.151
C -2.619 -0.166 -1.445 -0.558
O -1.990 -0.117 -0.263 -1.242
C -3.890 -0.613 -1.406 0.402
Cl -4.530 -1.148 0.102 -0.163
C -4.774 -0.475 -2.552 0.427
Cl -6.444 -0.714 -2.228 -0.172

***

No. 2
82
Properties=species:S:1:pos:R:3:mulliken_charge:R:1 method="wB97M-V/def2-TZVPD" e_above_lowest_kcal_mol=16.7 multiplicity=3 e_lumo_ha="-0.248 / -0.239" gap_ev="6.451 / 6.580" charge=+2 total_energy_ha=-3357.86487
V -1.213 -0.759 0.506 0.029
C -2.028 -1.813 -2.732 -1.310
C -2.766 -0.613 -2.224 0.992
C -3.654 0.028 -3.091 -0.948
C -4.366 1.129 -2.668 -0.698
C -4.193 1.571 -1.363 -0.899
C -3.316 0.892 -0.542 0.847
N -2.594 -0.176 -0.968 0.597
C -3.157 1.218 0.890 0.601
C -4.049 1.968 1.637 -1.261
C -3.915 1.974 3.020 -0.904
C -2.881 1.275 3.621 -1.157
C -1.981 0.597 2.814 0.830
N -2.136 0.577 1.480 0.667
C -0.821 -0.174 3.286 0.835
C -0.468 -0.223 4.620 -0.999
C 0.659 -0.938 4.990 -0.948
C 1.401 -1.546 4.003 -0.931
C 0.999 -1.462 2.669 1.005
C 1.858 -2.128 1.637 -1.897
N -0.114 -0.804 2.311 0.635
H -1.392 -1.524 -3.570 0.299
H -2.742 -2.547 -3.108 0.483
H -1.410 -2.280 -1.975 -0.052
H -3.779 -0.358 -4.094 0.560
H -5.057 1.632 -3.331 0.493
H -4.727 2.436 -0.998 0.469
H -4.866 2.496 1.169 0.431
H -4.642 2.496 3.628 0.479
H -2.805 1.230 4.696 0.486
H -1.053 0.300 5.362 0.455
H 0.953 -1.004 6.029 0.485
H 2.298 -2.099 4.247 0.571
H 2.824 -1.618 1.586 0.427
H 1.397 -2.127 0.658 0.231
H 2.070 -3.155 1.934 0.470
Cl -3.681 -1.877 2.140 -0.146
C -2.542 -3.031 2.771 1.024
C -2.650 -3.498 4.066 -0.719
C -1.715 -4.418 4.519 -0.521
C -0.705 -4.859 3.676 -0.954
C -0.613 -4.375 2.381 -0.119
C -1.524 -3.433 1.898 -0.263
C -1.449 -2.852 0.546 -1.365
H -3.450 -3.157 4.709 0.492
H -1.796 -4.814 5.523 0.451
H 0.004 -5.595 4.032 0.452
H 0.147 -4.753 1.708 0.564
H -2.397 -2.962 0.010 0.675
H -0.633 -3.293 -0.035 0.612
C 0.134 1.666 -5.057 -0.937
C 1.139 2.821 -5.149 -0.795
C 2.159 2.865 -4.009 -0.569
C 1.573 3.222 -2.638 -0.608
N 0.908 2.065 -2.019 0.004
C 1.330 1.177 -1.138 1.252
S 0.460 -0.343 -1.122 -0.531
N 2.345 1.302 -0.300 0.082
C 3.345 2.364 -0.148 -1.375
C 4.476 2.301 -1.180 0.089
C 5.540 1.240 -0.893 -0.735
C 5.086 -0.202 -1.113 -0.680
H -0.305 1.468 -6.034 0.454
H -0.701 1.897 -4.385 0.188
H 0.626 0.748 -4.724 0.236
H 0.607 3.774 -5.195 0.354
H 1.698 2.723 -6.080 0.370
H 2.917 3.614 -4.244 0.451
H 2.661 1.895 -3.943 0.279
H 0.822 4.005 -2.750 0.473
H 2.346 3.600 -1.978 0.204
H 0.122 1.732 -2.556 -0.239
H 2.535 0.453 0.206 -0.172
H 3.764 2.250 0.852 0.544
H 2.842 3.329 -0.174 0.494
H 4.959 3.281 -1.193 0.375
H 4.056 2.131 -2.175 -0.075
H 5.903 1.358 0.131 0.355
H 6.387 1.440 -1.552 0.355
H 4.363 -0.529 -0.361 -0.057
H 5.939 -0.877 -1.050 0.428
H 4.635 -0.327 -2.100 0.227

***

No. 3
92
Properties=species:S:1:pos:R:3:mulliken_charge:R:1 method="wB97M-V/def2-TZVPD" e_above_lowest_kcal_mol=0.0 e_lumo_ha="0.038 / 0.038" gap_ev="6.252 / 6.193" charge=-1 total_energy_ha=-5277.74757
Co 1.245 -2.551 0.135 -0.518
S 0.310 -6.499 -1.547 -0.293
C 0.609 -5.037 -0.894 -0.026
S 1.737 -4.678 0.396 -0.261
S -0.060 -3.505 -1.355 0.018
S -0.272 -2.314 1.694 -0.525
C 0.796 -1.542 2.842 0.367
N 0.442 -0.984 3.951 -0.549
N -0.858 -1.017 4.229 0.241
C -1.378 -0.293 5.295 0.439
C -0.556 0.367 6.205 -0.295
C -1.127 1.067 7.256 -0.514
C -2.505 1.124 7.417 -0.495
C -3.317 0.465 6.503 -0.625
C -2.763 -0.240 5.449 -0.278
N 2.157 -1.400 2.581 -0.749
N 2.520 -1.816 1.467 1.103
C 3.853 -1.463 1.082 0.195
C 4.396 -2.107 -0.022 -0.168
C 5.628 -1.705 -0.515 -0.840
C 6.311 -0.658 0.085 -0.474
C 5.760 -0.017 1.190 -0.659
C 4.532 -0.413 1.692 -0.079
H -1.493 -1.378 3.524 0.170
H 0.516 0.327 6.073 0.414
H -0.480 1.580 7.958 0.349
H -2.939 1.676 8.239 0.370
H -4.394 0.501 6.609 0.346
H -3.400 -0.748 4.734 0.378
H 3.860 -2.925 -0.489 0.290
H 6.048 -2.210 -1.376 0.428
H 7.265 -0.334 -0.310 0.430
H 6.281 0.812 1.650 0.406
H 4.070 0.104 2.521 0.474
C -3.653 -2.243 -2.701 -1.765
C -3.906 -1.384 -1.461 1.771
C -5.191 -0.586 -1.655 -1.696
C -4.056 -2.330 -0.266 -1.567
Sb -2.064 -0.225 -1.061 0.128
C -2.802 1.436 0.208 2.137
C -3.705 2.473 -0.450 -1.766
C -3.532 0.801 1.393 -2.025
C -1.548 2.118 0.763 -1.833
C -1.675 0.753 -3.006 1.880
C -2.879 1.243 -3.800 -1.735
C -0.901 -0.286 -3.823 -1.533
C -0.729 1.926 -2.741 -1.902
H -4.474 -2.962 -2.817 0.541
H -2.726 -2.815 -2.614 0.188
H -3.607 -1.650 -3.616 0.299
H -6.017 -1.272 -1.885 0.518
H -5.114 0.125 -2.478 0.211
H -5.471 -0.032 -0.758 0.276
H -4.908 -3.002 -0.435 0.479
H -4.235 -1.797 0.669 0.263
H -3.165 -2.949 -0.136 0.241
H -4.614 2.031 -0.859 0.240
H -3.197 3.006 -1.255 0.302
H -4.004 3.222 0.296 0.493
H -4.486 0.354 1.110 0.229
H -3.734 1.567 2.152 0.609
H -2.919 0.026 1.864 0.267
H -0.985 2.640 -0.010 0.344
H -0.865 1.407 1.231 0.215
H -1.841 2.861 1.517 0.524
H -3.542 0.425 -4.084 0.283
H -2.536 1.720 -4.729 0.514
H -3.468 1.977 -3.250 0.227
H -1.504 -1.163 -4.062 0.305
H -0.017 -0.635 -3.284 0.120
H -0.570 0.160 -4.770 0.488
H -1.229 2.761 -2.249 0.246
H -0.329 2.295 -3.694 0.546
H 0.121 1.630 -2.119 0.349
O 1.464 0.775 0.513 -0.686
C 1.853 0.199 -0.491 0.791
O 1.486 -0.951 -0.927 -0.009
C 2.971 0.826 -1.304 1.324
C 3.689 1.873 -0.747 -0.230
C 4.768 2.388 -1.441 -0.749
C 5.151 1.917 -2.680 -0.387
C 4.404 0.884 -3.210 -0.687
C 3.331 0.317 -2.545 -0.420
N 4.788 0.356 -4.534 1.094
O 4.106 -0.526 -5.007 -0.623
O 5.780 0.824 -5.058 -0.659
N 5.560 3.475 -0.833 1.064
O 6.506 3.903 -1.464 -0.652
O 5.243 3.850 0.276 -0.624
H 3.404 2.256 0.223 0.686
H 5.995 2.331 -3.207 0.641
H 2.787 -0.514 -2.970 0.644

***

No. 4
92
Properties=species:S:1:pos:R:3:mulliken_charge:R:1 method="wB97M-V/def2-TZVPD" e_above_lowest_kcal_mol=369.3 e_lumo_ha=-0.043 gap_ev=7.124 total_energy_ha=-2492.00264
C -1.615 -4.721 2.622 0.141
O -1.256 -3.771 3.315 -0.589
N -1.839 -4.652 1.334 0.227
C -2.295 -5.806 0.623 -0.941
C -1.588 -3.442 0.587 2.443
H -1.602 -5.793 2.872 0.294
H -1.515 -6.206 -0.024 0.389
H -3.237 -5.714 0.083 0.282
H -2.441 -6.696 1.235 0.347
H -2.465 -3.013 0.101 -0.905
H -1.303 -2.586 1.199 -1.538
H -0.957 -3.507 -0.300 0.420
C 4.482 0.081 3.332 0.131
O 3.982 -0.746 2.431 -0.682
N 4.093 0.285 4.527 0.170
C 4.642 1.379 5.349 -0.923
C 2.833 -0.280 5.031 -0.842
H 5.449 0.565 3.128 0.364
H 3.980 2.243 5.298 0.347
H 5.585 1.711 4.915 0.324
H 4.874 1.114 6.381 0.301
H 2.993 -0.736 6.008 0.386
H 2.030 0.427 5.241 0.347
H 2.395 -0.992 4.332 0.133
C -3.889 -0.783 -3.290 -0.166
O -3.230 -0.115 -4.089 -0.592
N -3.508 -1.395 -2.200 0.645
C -4.218 -2.472 -1.584 -1.409
C -2.151 -1.250 -1.653 0.697
H -4.915 -0.869 -3.679 0.355
H -4.622 -2.113 -0.638 0.364
H -3.542 -3.291 -1.335 0.699
H -5.154 -2.850 -1.994 0.363
H -2.080 -1.256 -0.565 -1.047
H -1.527 -2.011 -2.122 0.878
H -1.650 -0.333 -1.964 -0.420
C -5.782 -0.103 -0.773 -0.583
C -4.626 0.415 -0.282 0.420
C -4.211 1.619 -0.838 0.280
C -4.978 2.426 -1.654 -0.653
C -6.259 1.902 -2.134 -0.614
C -6.643 0.657 -1.653 -0.933
N -4.562 3.776 -2.043 1.066
O -3.410 3.939 -1.809 -0.572
O -5.390 4.555 -2.552 -0.659
H -6.195 -1.035 -0.417 0.602
H -3.925 -0.108 0.352 0.344
H -3.190 1.783 -0.527 0.488
H -6.918 2.447 -2.794 0.491
H -7.552 0.142 -1.927 0.397
C 6.710 2.746 1.381 -0.688
C 5.435 3.338 1.560 -0.592
C 4.323 2.929 0.795 -0.310
C 4.485 1.857 -0.111 0.172
C 5.755 1.321 -0.334 -0.324
C 6.839 1.769 0.375 -0.473
N 3.327 1.229 -0.878 1.098
O 3.488 0.463 -1.775 -0.636
O 2.235 1.692 -0.575 -0.545
H 7.630 3.069 1.846 0.455
H 5.359 4.162 2.254 0.434
H 3.396 3.482 0.792 0.489
H 5.812 0.530 -1.067 0.473
H 7.794 1.344 0.102 0.385
C 0.094 2.975 -2.851 -0.727
C 0.826 3.246 -4.051 -0.841
C 1.827 2.347 -4.410 -0.643
C 1.967 1.110 -3.754 -0.338
C 1.183 0.828 -2.602 0.315
C 0.260 1.773 -2.184 1.122
N 2.850 0.109 -4.331 1.109
O 3.551 0.355 -5.366 -0.668
O 3.027 -0.946 -3.730 -0.580
H -0.595 3.672 -2.397 0.467
H 0.899 4.154 -4.633 0.350
H 2.480 2.622 -5.226 0.510
H 1.287 -0.162 -2.183 0.686
H -0.459 1.483 -1.432 -0.902
C 0.829 -1.621 2.438 -1.687
C -0.580 -1.707 2.471 -1.370
C -1.323 -0.820 1.770 -0.900
C -0.667 0.093 0.891 0.789
C 0.765 0.178 0.858 0.210
C 1.489 -0.620 1.693 -0.839
N -1.566 0.964 0.027 0.000
O -2.772 0.769 0.024 -0.041
O -1.036 1.843 -0.626 -0.432
H 1.491 -2.324 2.922 0.821
H -0.968 -2.525 3.059 1.134
H -2.399 -0.780 1.685 0.284
H 1.314 0.799 0.165 0.297
H 2.535 -0.566 1.955 0.867